Entry from OMol25: a structure of composition C8H32B2O4Pt in a non-equilibrium geometry (wB97M-V/def2-TZVPD).

Element x y z (Å)
Pt (4.93, 13.31, -8.11)
B (4.77, 11.93, -6.15)
H (5.73, 12.60, -5.84)
H (5.03, 11.17, -7.05)
H (4.37, 11.24, -5.26)
H (3.82, 12.62, -6.50)
B (5.04, 14.12, -10.30)
H (5.33, 14.85, -9.39)
H (5.42, 12.98, -10.18)
H (3.85, 14.06, -10.52)
H (5.58, 14.52, -11.30)
C (3.66, 9.06, -8.97)
C (2.91, 10.28, -8.48)
O (3.45, 11.49, -9.01)
H (3.09, 8.16, -8.73)
H (4.63, 8.97, -8.49)
H (3.77, 9.07, -10.06)
H (2.95, 10.32, -7.39)
H (1.86, 10.20, -8.77)
H (3.06, 11.63, -9.88)
C (7.82, 10.87, -9.42)
C (7.73, 11.54, -8.05)
O (7.23, 12.89, -8.18)
H (7.88, 9.79, -9.32)
H (8.72, 11.20, -9.95)
H (7.00, 11.22, -10.04)
H (8.70, 11.60, -7.56)
H (7.06, 10.97, -7.42)
H (7.82, 13.34, -8.80)
C (0.58, 14.66, -7.97)
C (1.82, 14.23, -7.20)
O (3.01, 14.67, -7.84)
H (0.61, 14.28, -8.99)
H (0.48, 15.75, -7.97)
H (-0.31, 14.27, -7.46)
H (1.81, 13.17, -6.98)
H (1.75, 14.72, -6.22)
H (3.01, 15.63, -7.81)
C (8.12, 15.59, -6.21)
C (6.91, 15.88, -7.08)
O (5.80, 15.03, -6.76)
H (8.09, 14.54, -5.91)
H (8.17, 16.21, -5.32)
H (9.04, 15.73, -6.77)
H (7.18, 15.77, -8.13)
H (6.54, 16.91, -6.98)
H (5.70, 15.08, -5.81)

Calculated values
- 2S+1 = 3
- lowest unoccupied orbital energy (alpha / beta) (eV) = 0.35 / -0.45
- orbital gap (alpha / beta) (Eh) = 0.3225 / 0.2894
- expectation value of S² = 2.003

Entry from OMol25: a structure of composition C8H32FeN16O12S in a non-equilibrium geometry (wB97M-V/def2-TZVPD).

Element x y z (Å)
Fe (-3.87, -0.82, -4.75)
S (-0.61, 0.12, -0.16)
O (0.62, -0.63, -0.40)
O (-1.12, -0.06, 1.20)
O (-0.47, 1.55, -0.35)
O (-1.63, -0.43, -1.02)
C (0.26, -7.54, -0.02)
O (0.04, -8.72, -0.31)
N (0.75, -7.08, 1.12)
N (0.12, -6.54, -0.89)
H (0.98, -7.75, 1.84)
H (0.99, -6.11, 1.27)
H (-0.49, -6.48, -1.69)
H (0.52, -5.67, -0.55)
C (-1.26, 4.47, -6.02)
O (-2.14, 3.65, -5.76)
N (-1.17, 5.37, -7.03)
N (-0.19, 4.55, -5.26)
H (-0.35, 5.85, -7.37)
H (-1.98, 5.43, -7.62)
H (-0.10, 3.90, -4.49)
H (0.31, 5.42, -5.17)
C (0.54, 3.54, 5.68)
O (1.16, 4.20, 6.46)
N (1.13, 3.19, 4.62)
N (-0.48, 2.91, 5.95)
H (0.79, 2.56, 3.91)
H (2.02, 3.62, 4.42)
H (-0.88, 3.18, 6.84)
H (-0.81, 2.23, 5.28)
C (-5.41, -4.16, 3.33)
O (-6.34, -4.86, 3.68)
N (-4.17, -4.44, 3.24)
N (-5.47, -2.88, 3.07)
H (-3.75, -5.36, 3.21)
H (-3.59, -3.65, 2.98)
H (-6.43, -2.57, 3.05)
H (-4.69, -2.37, 2.67)
C (3.06, -3.49, 4.80)
O (3.76, -4.18, 5.49)
N (3.49, -3.18, 3.67)
N (1.81, -3.10, 5.02)
H (4.40, -3.48, 3.36)
H (3.04, -2.56, 3.02)
H (1.39, -2.31, 4.56)
H (1.32, -3.46, 5.83)
C (-4.77, 5.47, 1.37)
O (-5.67, 6.14, 1.83)
N (-4.90, 4.16, 1.11)
N (-3.64, 5.95, 1.04)
H (-4.04, 3.66, 0.96)
H (-5.81, 3.91, 0.74)
H (-3.05, 5.34, 0.49)
H (-3.28, 6.84, 1.36)
C (1.99, -2.01, -6.49)
O (0.83, -1.82, -6.20)
N (2.48, -2.24, -7.70)
N (2.97, -1.88, -5.62)
H (3.47, -2.08, -7.84)
H (1.78, -2.25, -8.42)
H (3.93, -1.88, -5.91)
H (2.64, -1.73, -4.68)
C (5.44, 2.96, -0.79)
O (6.51, 3.57, -0.85)
N (5.24, 1.73, -0.48)
N (4.38, 3.79, -0.99)
H (4.34, 1.28, -0.64)
H (6.00, 1.08, -0.55)
H (4.64, 4.57, -1.57)
H (3.40, 3.55, -0.85)

Calculated values
- 2S+1 = 9
- lowest unoccupied orbital energy (alpha / beta) (eV) = -1.31 / -6.65
- energy relative to the best compared isomer or geometry (same formula, charge and spin) (kJ/mol) = 766.2
- orbital gap (alpha / beta) (Eh) = 0.1205 / 0.1191
- expectation value of S² = 20.026

Entry from OMol25: a structure of composition C8H32FeO16S2 in a non-equilibrium geometry (wB97M-V/def2-TZVPD).

Element x y z (Å)
Fe (-2.08, -0.32, 0.92)
S (-3.80, -0.78, 2.99)
O (-2.42, -0.26, 2.86)
O (-3.80, -0.98, 1.54)
O (-3.77, -1.94, 3.79)
O (-4.73, 0.23, 3.48)
S (0.34, 0.54, 0.16)
O (-0.46, 0.36, 1.40)
O (0.98, 1.87, 0.07)
O (1.33, -0.49, 0.01)
O (-0.96, 0.34, -0.51)
C (-3.00, 2.63, 1.41)
O (-3.12, 1.53, 0.53)
H (-2.70, 2.31, 2.41)
H (-2.35, 3.44, 1.09)
H (-4.01, 3.00, 1.63)
H (-3.21, 1.85, -0.37)
C (0.39, 4.66, -1.49)
O (-0.19, 4.14, -0.35)
H (0.65, 3.97, -2.29)
H (-0.35, 5.33, -1.94)
H (1.18, 5.37, -1.25)
H (0.25, 3.31, -0.18)
C (0.82, -3.22, -2.24)
O (0.27, -2.81, -1.02)
H (1.59, -3.98, -2.17)
H (0.02, -3.52, -2.92)
H (1.20, -2.29, -2.67)
H (0.63, -1.95, -0.81)
C (-2.01, -3.60, 1.07)
O (-1.44, -2.26, 1.28)
H (-2.85, -3.57, 0.37)
H (-1.20, -4.29, 0.84)
H (-2.41, -4.00, 2.00)
H (-0.72, -2.51, 1.86)
C (3.73, 3.22, 0.97)
O (2.98, 2.25, 1.60)
H (4.71, 3.23, 1.45)
H (3.90, 3.02, -0.08)
H (3.25, 4.19, 1.09)
H (2.18, 2.10, 1.09)
C (-2.65, -1.60, -2.11)
O (-3.03, -1.09, -0.82)
H (-2.85, -2.67, -2.21)
H (-3.25, -0.95, -2.74)
H (-1.62, -1.37, -2.38)
H (-3.89, -1.49, -0.66)
C (3.27, 0.73, -2.58)
O (2.93, -0.51, -1.96)
H (2.42, 1.38, -2.80)
H (3.95, 1.31, -1.96)
H (3.79, 0.39, -3.48)
H (2.32, -0.39, -1.22)
C (3.52, -2.55, 1.21)
O (2.72, -1.50, 1.80)
H (4.35, -2.16, 0.63)
H (4.00, -3.16, 1.97)
H (2.99, -3.33, 0.66)
H (2.19, -1.16, 1.07)

Calculated values
- 2S+1 = 6
- charge = -1
- lowest unoccupied orbital energy (alpha / beta) (eV) = 2.32 / 2.24
- energy relative to the best compared isomer or geometry (same formula, charge and spin) (kJ/mol) = 0.0
- orbital gap (alpha / beta) (Eh) = 0.3127 / 0.3106
- expectation value of S² = 8.757

Entry from OMol25: a cluster of 8 separate species, C8H32O8 in total in a non-equilibrium geometry (wB97M-V/def2-TZVPD).

Element x y z (Å)
C (-4.25, 3.57, 2.89)
O (-4.03, 4.92, 3.17)
H (-3.29, 3.07, 2.95)
H (-5.03, 3.20, 3.56)
H (-4.59, 3.30, 1.89)
H (-3.30, 5.18, 2.60)
C (-0.42, -0.48, -0.65)
O (0.79, -1.19, -1.04)
H (-0.65, 0.30, -1.38)
H (-1.30, -1.12, -0.70)
H (-0.29, -0.06, 0.35)
H (1.18, -1.65, -0.30)
C (2.19, -2.37, -5.18)
O (3.22, -1.97, -4.25)
H (1.48, -1.56, -5.35)
H (2.69, -2.50, -6.14)
H (1.71, -3.22, -4.70)
H (2.75, -1.79, -3.43)
C (2.64, 3.26, -4.68)
O (2.87, 3.49, -6.03)
H (2.90, 2.23, -4.43)
H (3.28, 3.96, -4.15)
H (1.59, 3.38, -4.42)
H (3.66, 3.01, -6.26)
C (-0.54, 5.65, 0.59)
O (-1.26, 6.87, 0.66)
H (-0.23, 5.12, 1.48)
H (-1.19, 4.98, 0.02)
H (0.38, 5.84, 0.03)
H (-0.68, 7.63, 0.54)
C (1.65, 0.29, 5.89)
O (2.96, -0.04, 5.38)
H (1.74, 1.34, 6.17)
H (0.92, 0.24, 5.08)
H (1.29, -0.26, 6.76)
H (3.23, 0.50, 4.63)
C (1.45, -4.91, 2.98)
O (1.89, -4.60, 1.68)
H (1.37, -5.98, 3.13)
H (2.06, -4.49, 3.77)
H (0.45, -4.51, 3.18)
H (2.67, -5.10, 1.42)
C (-3.78, -5.35, -1.01)
O (-4.07, -5.83, -2.30)
H (-2.73, -5.11, -0.86)
H (-4.48, -4.54, -0.81)
H (-4.12, -6.23, -0.45)
H (-4.78, -6.48, -2.29)

Calculated values
- lowest unoccupied orbital energy (eV) = 0.09
- energy relative to the best compared isomer or geometry (same formula, charge and spin) (kJ/mol) = 504.2
- orbital gap (Eh) = 0.3755
- SMILES = CO.CO.CO.CO.CO.CO.CO.CO

Entry from OMol25: a cluster of 8 separate species, C8H32O9 in total in a non-equilibrium geometry (wB97M-V/def2-TZVPD).

Element x y z (Å)
O (13.03, -19.25, -1.24)
H (12.61, -19.98, -1.69)
H (13.96, -19.47, -1.26)
O (11.45, -17.09, -2.96)
H (12.35, -17.26, -2.69)
H (11.50, -16.92, -3.90)
O (9.81, -19.44, -2.95)
H (10.05, -18.58, -2.61)
H (9.24, -19.26, -3.69)
O (10.82, -17.89, -0.31)
H (11.59, -18.42, -0.49)
H (10.89, -17.15, -0.91)
O (9.66, -19.47, 1.90)
H (10.14, -19.35, 2.71)
H (10.11, -18.90, 1.27)
C (8.84, -15.73, 1.86)
C (10.25, -15.10, 1.47)
O (10.44, -14.50, 0.20)
O (8.68, -16.06, 3.23)
H (8.79, -16.68, 1.32)
H (8.00, -15.08, 1.60)
H (11.13, -15.64, 1.81)
H (10.20, -14.28, 2.19)
H (9.56, -14.41, -0.16)
H (7.78, -16.38, 3.34)
C (7.23, -15.35, -3.38)
C (8.39, -15.14, -2.30)
C (9.67, -14.48, -2.80)
O (8.01, -14.31, -1.28)
H (6.33, -15.57, -2.80)
H (7.51, -16.17, -4.04)
H (7.23, -14.50, -4.06)
H (8.56, -16.10, -1.83)
H (9.90, -14.75, -3.83)
H (10.51, -14.71, -2.15)
H (9.60, -13.40, -2.89)
H (7.17, -14.69, -1.03)
C (13.09, -23.10, -0.57)
C (13.07, -22.91, 0.93)
C (11.86, -21.92, 1.30)
O (12.91, -24.19, 1.51)
H (12.10, -22.93, -0.98)
H (13.61, -24.02, -0.86)
H (13.77, -22.34, -0.96)
H (13.96, -22.37, 1.23)
H (12.03, -21.51, 2.29)
H (10.99, -22.58, 1.30)
H (11.75, -21.06, 0.64)
H (13.13, -24.76, 0.77)

Calculated values
- 2S+1 = 2
- charge = +1
- lowest unoccupied orbital energy (alpha / beta) (eV) = -2.66 / -9.37
- orbital gap (alpha / beta) (Eh) = 0.3355 / 0.0889
- expectation value of S² = 0.755

| no. | E (a.u.) |
| --- | --- |
| 1 | -793.7032 |
| 2 | -3764.5947 |
| 3 | -3587.8910 |
| 4 | -925.6997 |
| 5 | -1000.7307 |